{"formula": "C18H26InO28S6", "method": "the ωB97M-V functional and the def2-TZVPD basis", "elements": ["C", "H", "O", "H", "H", "H", "S", "O", "S", "O", "S", "H", "H", "O", "H", "C", "C", "In", "H", "H", "C", "O", "S", "O", "O", "O", "O", "H", "O", "O", "C", "H", "H", "C", "C", "O", "C", "C", "H", "O", "O", "C", "H", "H", "S", "C", "H", "H", "H", "O", "H", "C", "O", "O", "H", "H", "O", "O", "H", "O", "S", "C", "C", "C", "C", "O", "H", "O", "H", "C", "O", "O", "O", "H", "O", "O", "O", "H", "C"], "xyz": [[27.593, -9.144, 8.836], [25.115, -10.928, 13.367], [28.346, -5.591, 10.045], [29.386, -4.753, 10.937], [27.547, -11.531, 12.968], [26.023, -3.369, 10.507], [30.062, -6.700, 13.701], [31.501, -6.794, 14.069], [30.431, -11.842, 12.999], [29.300, -7.678, 9.046], [27.015, -4.637, 9.887], [26.108, -6.103, 10.840], [27.514, -7.152, 9.612], [31.042, -9.109, 7.830], [29.774, -4.259, 9.993], [26.022, -8.260, 10.710], [24.275, -11.175, 12.718], [27.067, -6.482, 15.130], [27.853, -9.722, 12.643], [27.336, -9.428, 9.857], [24.387, -12.682, 12.467], [27.107, -6.027, 13.261], [30.122, -9.124, 9.011], [31.792, -11.289, 12.880], [23.071, -11.840, 15.726], [30.250, -12.927, 13.955], [29.384, -10.681, 13.426], [23.603, -12.946, 11.757], [27.185, -3.487, 10.783], [29.729, -12.147, 11.530], [29.442, -5.035, 9.304], [27.966, -5.255, 11.983], [28.209, -7.125, 10.925], [26.177, -9.566, 11.423], [26.367, -9.559, 12.760], [29.071, -6.892, 14.726], [28.218, -10.749, 12.613], [25.218, -3.327, 11.242], [24.269, -10.651, 11.763], [29.851, -5.234, 12.850], [26.690, -8.328, 14.720], [28.788, -11.161, 11.199], [27.652, -7.218, 7.832], [30.165, -5.848, 9.241], [23.311, -4.258, 9.836], [26.548, -8.387, 13.460], [24.785, -4.779, 12.794], [28.002, -11.650, 10.624], [28.867, -5.168, 7.106], [27.529, -4.147, 8.338], [29.902, -6.928, 10.445], [26.633, -6.984, 12.676], [25.710, -8.208, 9.483], [23.857, -13.225, 13.671], [25.506, -2.733, 12.110], [26.796, -9.446, 8.158], [23.989, -4.354, 8.513], [22.945, -11.018, 13.250], [25.304, -13.027, 11.990], [21.376, -12.799, 14.192], [22.689, -12.219, 14.364], [29.034, -5.345, 11.781], [28.878, -4.523, 7.984], [24.997, -4.723, 11.726], [29.195, -6.810, 11.266], [30.658, -9.514, 10.335], [29.291, -10.341, 10.687], [23.914, -5.294, 10.872], [29.408, -3.581, 7.839], [26.131, -7.058, 11.345], [26.330, -10.707, 10.838], [21.845, -4.209, 9.886], [29.656, -7.564, 12.366], [25.933, -5.260, 11.570], [25.756, -5.367, 9.831], [28.725, -9.936, 8.612], [23.993, -2.970, 10.631], [26.461, -10.467, 13.338], [27.920, -7.709, 8.767]], "mulliken_charge": [-0.1098, 0.2735, -0.5170, -0.1533, 0.5702, 0.1124, 1.0013, -0.5724, 1.2040, -0.2215, 1.7502, -1.7676, -0.6882, -0.6924, 0.4786, 0.0509, 0.5762, 0.7291, -0.5743, -0.7122, -0.3833, -0.6983, 1.1229, -0.5634, -0.5381, -0.6013, -0.5122, 0.4138, -0.4721, -0.5204, -0.3145, 0.8731, 0.2799, 0.8137, -1.1905, -0.5593, 0.1300, -0.1601, 0.3827, -0.6985, -0.8597, 0.5941, 0.4142, 0.5275, 1.1382, 0.7701, 0.5511, 0.6591, 0.3175, -0.5395, 0.3959, 1.7246, -0.5633, -0.4256, 0.4179, 0.5508, -0.5271, -0.4914, 0.3613, -0.5239, 1.0921, 0.0751, -0.5306, -0.1313, -0.1260, -0.4399, -0.4208, -0.3734, 0.4431, 0.4050, -0.6060, -0.5757, -0.2516, 0.5690, 0.0062, -0.4985, -0.5078, 0.6224, 0.2153], "fmax_ev_per_a": 10.8, "homo_energy_ev": -12.40, "orbital_gap_ev": 3.1, "e_tot_ha": -5385.91043, "charge": 1}

{"formula": "C18H26N2O2", "method": "the ωB97M-V functional and the def2-TZVPD basis", "elements": ["C", "O", "H", "C", "H", "H", "H", "C", "H", "H", "H", "H", "H", "H", "H", "C", "H", "O", "C", "H", "C", "H", "H", "H", "N", "C", "C", "H", "C", "C", "C", "C", "H", "H", "N", "H", "H", "C", "C", "C", "C", "H", "H", "H", "H", "C", "H", "C"], "xyz": [[-0.218, 1.962, 0.324], [-1.880, -1.480, -1.346], [3.437, -0.371, -1.704], [0.105, -1.733, 1.861], [0.032, 3.389, 1.909], [-0.324, -1.726, 2.867], [-0.688, -3.671, 1.352], [-2.830, 1.726, 1.237], [1.719, 2.521, 0.607], [-4.808, -2.166, -0.657], [2.666, -2.451, -1.015], [1.028, -4.191, -0.374], [1.359, -0.512, -0.213], [4.183, -0.916, 0.793], [-0.585, -1.212, 1.195], [3.397, -0.238, 0.450], [0.210, -2.660, -0.710], [1.067, 1.281, -2.206], [-1.957, 2.602, 1.853], [2.128, -1.489, 2.563], [0.280, -3.166, 1.372], [3.358, 0.587, 1.167], [-3.959, -2.712, -2.113], [-0.761, 0.499, -1.146], [-3.290, 0.045, -0.410], [2.062, -0.998, 0.465], [1.690, 1.664, -1.244], [2.926, -2.964, 0.655], [-2.998, -1.096, -1.105], [-2.390, 0.949, 0.168], [2.235, -2.441, -0.012], [-0.652, 2.715, 1.414], [3.550, 2.029, -2.200], [-2.294, 3.197, 2.688], [1.114, 2.088, -0.076], [-4.881, -1.198, -2.137], [3.568, 2.420, -0.469], [-1.091, 1.081, -0.303], [0.892, -3.165, -0.025], [3.781, 0.313, -0.927], [1.443, -1.001, 1.864], [1.292, 0.027, 2.208], [-4.259, 0.197, -0.166], [0.930, -3.712, 2.060], [4.868, 0.381, -1.001], [3.207, 1.709, -1.215], [-3.848, 1.636, 1.588], [-4.247, -1.841, -1.531]], "nbo_charge": [0.2557, -0.5984, 0.2145, -0.3913, 0.2048, 0.1993, 0.2039, -0.2627, 0.3984, 0.2258, 0.2044, 0.2002, 0.2046, 0.2066, 0.2059, -0.3863, 0.2250, -0.6001, -0.1842, 0.1920, -0.3949, 0.1872, 0.2437, 0.2828, -0.6115, -0.2285, 0.6917, 0.1874, 0.6909, 0.1735, -0.3934, -0.2808, 0.2359, 0.2162, -0.6402, 0.2274, 0.1951, -0.3065, -0.4059, -0.3861, -0.3949, 0.1980, 0.3961, 0.1861, 0.2082, -0.4873, 0.2046, -0.7133], "fmax_ev_per_a": 0.7, "smiles": "CC(=O)Nc1cccc(NC(=O)CCCC2CCCCC2)c1", "homo_energy_ev": -8.40, "orbital_gap_ev": 9.1, "e_tot_ha": -961.55310, "charge": 0}

{"formula": "C18H26N2O3", "method": "the ωB97M-V functional and the def2-TZVPD basis", "elements": ["H", "C", "H", "C", "H", "C", "C", "H", "H", "C", "C", "C", "H", "C", "C", "N", "H", "H", "N", "H", "O", "H", "H", "C", "H", "H", "H", "H", "C", "H", "C", "O", "H", "C", "H", "C", "O", "H", "H", "C", "C", "H", "C", "H", "H", "H", "H", "H", "C"], "xyz": [[4.455, -2.346, 1.142], [2.773, -1.258, 1.955], [-0.214, -0.653, -0.715], [-1.554, -2.120, -0.211], [0.547, 3.649, 3.703], [-2.317, -1.840, -1.510], [0.352, -1.391, 1.161], [-3.152, -2.541, -1.540], [-0.563, -2.594, -2.613], [4.220, -1.337, 1.474], [1.010, 2.657, 3.707], [-2.800, -0.379, -1.541], [1.561, -2.095, 3.549], [1.354, 1.934, 0.163], [-0.773, 2.003, -0.963], [-0.473, -1.340, -0.024], [2.058, -0.923, -0.041], [1.986, -2.612, 0.467], [-1.807, 0.307, -2.334], [-1.983, -2.304, -3.617], [-0.061, -0.152, -3.721], [-1.138, 2.749, 2.314], [-2.548, 2.244, -2.174], [-1.582, 1.733, -2.206], [-3.786, -0.294, -2.015], [1.085, 1.530, -1.914], [-2.860, 0.053, -0.538], [2.573, -0.232, 2.284], [1.824, -1.584, 0.798], [-1.031, 2.047, -3.096], [-0.982, -0.512, -3.022], [-1.925, -2.958, 0.584], [-2.441, 2.524, 0.273], [-1.425, -1.943, -2.752], [0.233, -0.454, 1.718], [-0.633, 2.481, 1.399], [1.564, 2.340, 2.454], [4.389, -0.655, 0.644], [3.278, -1.985, 3.925], [0.740, 2.265, 1.374], [0.605, 1.799, -0.984], [1.845, 2.654, 4.407], [2.561, -2.202, 3.136], [2.697, -3.235, 2.825], [2.422, 1.785, 0.157], [0.273, 1.912, 4.022], [4.904, -1.074, 2.278], [-0.024, -2.216, 1.767], [-1.375, 2.348, 0.236]], "nbo_charge": [0.2013, -0.2188, 0.4040, 0.6833, 0.1780, -0.3045, -0.2181, 0.2418, 0.2445, -0.5975, -0.2529, -0.2042, 0.2068, -0.2082, -0.0706, -0.6317, 0.1995, 0.2037, -0.4345, 0.2402, -0.6244, 0.2231, 0.2064, -0.2381, 0.1956, 0.2380, 0.2109, 0.1994, -0.3997, 0.2424, 0.6774, -0.6261, 0.2115, -0.5021, 0.1874, -0.3055, -0.4954, 0.2046, 0.2074, 0.2893, -0.2195, 0.2037, -0.6071, 0.2027, 0.2217, 0.1777, 0.2064, 0.2340, -0.1836], "fmax_ev_per_a": 0.6, "smiles": "COc1ccc(CN2C[C@H](C(=O)NCCC(C)C)CC2=O)cc1", "homo_energy_ev": -8.78, "orbital_gap_ev": 9.4, "e_tot_ha": -1036.77279, "charge": 0}

{"formula": "C18H26N2O4", "method": "the ωB97M-V functional and the def2-TZVPD basis", "elements": ["C", "H", "H", "C", "C", "C", "C", "H", "H", "H", "H", "H", "C", "H", "H", "H", "H", "C", "H", "O", "N", "C", "C", "H", "C", "C", "H", "C", "C", "H", "C", "H", "H", "H", "C", "O", "H", "N", "C", "C", "O", "H", "H", "H", "H", "H", "O", "H", "C", "H"], "xyz": [[0.622, -4.842, 0.142], [-0.162, 0.114, -0.400], [-3.200, 7.609, -2.443], [-0.505, 4.118, -1.646], [1.834, -0.606, 2.236], [-1.262, 6.265, -3.866], [-0.722, -7.098, 1.911], [1.039, 1.889, -0.537], [-0.256, 5.881, -4.018], [-1.265, 7.327, -4.095], [-1.084, 3.921, 0.418], [-3.822, 6.004, -2.865], [-0.270, 4.371, -0.151], [1.732, -4.469, 1.755], [0.653, -6.606, 3.559], [-1.064, -6.741, -0.235], [-1.355, -7.926, 2.219], [1.068, 3.812, 0.334], [2.397, -2.576, 2.842], [1.553, -6.474, 1.721], [1.192, -3.999, 1.033], [-0.322, -7.162, 0.439], [0.428, -0.460, 0.299], [-0.283, 5.446, 0.038], [1.147, -2.609, 1.098], [-1.721, 6.037, -2.424], [-3.448, 6.386, -1.185], [0.956, -6.318, 0.441], [1.847, -1.979, 2.128], [-1.042, 6.573, -1.743], [1.168, 1.653, 1.494], [2.363, -0.109, 3.035], [1.247, 4.122, 1.366], [1.673, -6.644, -0.322], [0.641, -7.127, 2.598], [1.278, 2.176, 2.587], [1.881, 4.189, -0.298], [1.096, 2.369, 0.345], [0.426, -1.837, 0.190], [-3.143, 6.548, -2.215], [-0.071, -4.532, -0.803], [-0.103, -8.188, 0.143], [-0.582, 3.043, -1.836], [-1.235, -6.159, 2.121], [-0.130, -2.324, -0.594], [0.982, -8.158, 2.752], [-1.723, 4.651, -2.105], [0.342, 4.512, -2.226], [1.140, 0.174, 1.314], [-1.934, 5.751, -4.549]], "nbo_charge": [0.6578, 0.2096, 0.2069, -0.0554, -0.1422, -0.6313, -0.4368, 0.3940, 0.2064, 0.2093, 0.2148, 0.2114, -0.4321, 0.4258, 0.1879, 0.2478, 0.2246, -0.2296, 0.2106, -0.5436, -0.6051, -0.4238, -0.1973, 0.2051, 0.1563, 0.1050, 0.2160, 0.0058, -0.2482, 0.1585, 0.6611, 0.2359, 0.2453, 0.2130, -0.0663, -0.6253, 0.1870, -0.6128, -0.1979, -0.6158, -0.6139, 0.2102, 0.1779, 0.2092, 0.2473, 0.1719, -0.5425, 0.1573, -0.1607, 0.2111], "fmax_ev_per_a": 0.6, "smiles": "CC(C)OCCCNC(=O)c1ccc(NC(=O)[C@@H]2CCCO2)cc1", "homo_energy_ev": -8.63, "orbital_gap_ev": 9.3, "e_tot_ha": -1112.00015, "charge": 0}